{"formula": "C33H28FInN6O9STe", "method": "ωB97M-V/def2-TZVPD", "e_tot_ev": -88060.9145, "relative_energy_kj_mol": 122.2, "orbital_gap_ev": 7.9, "fmax_ev_per_a": 1.214, "charge": 0, "mol_weight_g_mol": 946.103, "elements": ["In", "O", "C", "C", "C", "C", "C", "C", "C", "O", "N", "O", "O", "H", "H", "H", "H", "O", "N", "C", "C", "C", "C", "C", "S", "H", "H", "H", "H", "Te", "C", "C", "C", "C", "C", "C", "C", "C", "C", "C", "C", "C", "H", "H", "H", "H", "H", "H", "H", "H", "H", "H", "F", "C", "C", "N", "C", "C", "O", "O", "C", "O", "N", "C", "O", "H", "H", "H", "H", "C", "N", "C", "C", "N", "H", "H", "H", "H", "H", "H"], "positions_angstrom": [[0.124117, 0.207941, 0.201423], [4.302405, 1.596632, 0.420246], [4.677971, 1.475881, -0.727921], [3.895386, 1.303694, -1.926594], [4.630576, 1.165150, -3.105279], [4.018913, 0.888296, -4.301539], [2.638639, 0.666352, -4.350077], [1.888033, 0.796718, -3.218829], [2.451719, 1.189854, -1.967574], [1.646307, 1.440008, -0.985632], [4.807031, 0.790867, -5.512983], [6.019820, 0.888363, -5.418740], [4.215217, 0.624434, -6.565615], [5.769599, 1.457223, -0.910029], [5.706646, 1.284703, -3.089542], [2.197385, 0.393637, -5.299201], [0.825455, 0.594160, -3.224291], [-0.328745, -0.542187, 2.370887], [-0.295823, -1.859388, 2.402515], [-1.240389, -2.519061, 3.101152], [-1.270338, -3.886794, 3.149601], [-0.302593, -4.608932, 2.451527], [0.658780, -3.924520, 1.745211], [0.664123, -2.527343, 1.709206], [1.829047, -1.629711, 0.813158], [-1.956833, -1.882757, 3.597835], [-2.047072, -4.383010, 3.711655], [-0.313630, -5.690138, 2.457432], [1.427077, -4.436615, 1.184583], [1.331876, 1.945041, 2.059294], [1.431390, 3.969379, 1.447523], [0.317247, 4.626623, 0.944340], [0.395542, 5.969633, 0.605858], [1.584059, 6.662723, 0.782997], [2.694595, 6.008583, 1.296437], [2.622256, 4.663251, 1.627420], [-0.338606, 2.366857, 3.332261], [-1.661435, 2.364514, 2.905124], [-2.681679, 2.677838, 3.792393], [-2.389723, 2.986328, 5.112662], [-1.074081, 2.970261, 5.550638], [-0.053887, 2.661552, 4.662968], [-0.617119, 4.088445, 0.829393], [-0.474150, 6.483850, 0.214539], [1.643894, 7.713016, 0.528633], [3.617351, 6.553138, 1.450484], [3.487358, 4.148437, 2.021530], [-1.904647, 2.099674, 1.887000], [-3.710024, 2.678138, 3.452518], [-3.187992, 3.233931, 5.800695], [-0.843787, 3.199007, 6.583451], [0.974815, 2.640660, 5.003595], [3.839644, -2.396149, -3.142454], [2.631914, -2.738318, -3.604722], [1.566360, -2.697643, -2.797343], [0.300980, -3.013009, -3.233315], [-0.848336, -2.927521, -2.340181], [-0.828725, -1.664421, -1.465210], [-0.409458, -0.589813, -1.968964], [-1.181212, -1.769794, -0.271495], [0.070786, -3.399772, -4.543686], [-1.033329, -3.659720, -4.975359], [1.205265, -3.471012, -5.322954], [2.533388, -3.189674, -4.982951], [3.432826, -3.341244, -5.773023], [1.684000, -2.422657, -1.758345], [-0.900598, -3.799593, -1.688058], [-1.734330, -2.916057, -2.972554], [1.056241, -3.783070, -6.271224], [-1.292928, 4.458698, -2.218798], [-1.436560, 3.017472, -2.394907], [-0.943045, 2.415317, -3.634590], [-1.570247, 2.255044, -1.347690], [-1.727290, 1.576918, -0.415098], [-1.705269, 4.959305, -3.093534], [-0.244081, 4.742542, -2.102633], [-1.845630, 4.776731, -1.337396], [-1.501820, 2.818764, -4.478613], [-1.086988, 1.337748, -3.587142], [0.120383, 2.623966, -3.766768]], "forces_ev_per_a": [[0.25, -0.25, -0.57], [-0.43, 0.08, 0.01], [0.48, 0.14, 0.85], [-1.14, -0.14, -0.40], [0.04, 0.04, 0.01], [-0.29, -0.05, 0.20], [0.23, 0.01, -0.29], [0.06, 0.04, 0.24], [0.12, -0.16, -0.58], [0.07, -0.28, 0.66], [0.27, -0.05, -0.22], [-0.16, 0.02, -0.01], [0.00, 0.01, 0.07], [0.07, 0.04, -0.14], [-0.01, -0.04, 0.06], [-0.06, -0.01, 0.00], [0.36, -0.01, -0.07], [-0.31, 0.36, -0.41], [0.22, -0.47, -0.10], [-0.23, 0.02, 0.12], [0.03, 0.00, -0.06], [0.09, 0.10, -0.04], [-0.14, -0.09, 0.10], [0.16, 0.08, -0.05], [0.03, 0.26, -0.23], [0.04, 0.06, -0.03], [-0.01, 0.05, 0.02], [0.03, 0.00, 0.02], [-0.01, -0.02, 0.00], [-0.36, 0.49, 0.53], [0.05, -0.03, -0.09], [-0.08, -0.08, -0.07], [-0.03, 0.00, 0.03], [0.06, -0.01, 0.02], [0.00, 0.09, -0.01], [-0.04, -0.17, -0.04], [0.27, -0.07, 0.23], [0.13, -0.08, -0.13], [0.00, 0.03, 0.01], [-0.01, 0.00, 0.02], [-0.04, 0.03, 0.01], [0.15, -0.03, -0.09], [0.00, 0.03, 0.00], [-0.01, -0.02, 0.02], [0.00, -0.01, 0.00], [0.01, -0.04, -0.02], [0.09, 0.00, 0.00], [-0.05, 0.01, -0.05], [0.03, -0.02, -0.03], [0.01, -0.01, 0.00], [0.03, 0.00, -0.02], [-0.04, 0.04, 0.06], [0.02, -0.05, -0.07], [-0.04, -0.01, 0.27], [0.31, -0.05, -0.11], [-0.28, 0.05, -0.16], [0.02, 0.21, 0.21], [-0.16, -0.69, -0.52], [0.25, 0.10, 0.57], [0.06, 0.37, 0.10], [-0.06, 0.10, 0.10], [0.03, -0.02, -0.02], [0.05, 0.00, -0.06], [-0.09, -0.04, -0.03], [-0.02, 0.08, 0.07], [-0.06, 0.08, 0.07], [0.01, 0.02, 0.01], [-0.04, -0.02, 0.03], [-0.03, -0.01, -0.04], [0.11, 0.18, 0.03], [-0.04, -0.12, 0.08], [-0.05, 0.00, -0.23], [0.07, 0.17, 0.03], [0.28, -0.27, 0.05], [-0.03, -0.05, 0.00], [-0.02, -0.06, -0.01], [-0.01, -0.02, -0.02], [-0.05, 0.03, 0.05], [-0.03, 0.06, -0.01], [-0.10, 0.04, 0.05]], "lowdin_charge": [0.536, 0.002, -0.226, -0.098, 0.042, -0.162, 0.008, -0.029, -0.311, -0.212, -0.357, 0.065, 0.064, 0.124, 0.126, 0.124, 0.069, -0.276, -0.211, -0.001, -0.044, -0.053, -0.073, -0.630, 0.755, 0.144, 0.110, 0.112, 0.112, 1.607, -0.460, -0.134, -0.093, -0.081, -0.076, -0.124, -0.468, -0.136, -0.076, -0.086, -0.083, -0.135, 0.083, 0.102, 0.105, 0.107, 0.098, 0.058, 0.106, 0.103, 0.105, 0.093, 0.098, -0.189, 0.044, 0.017, -0.007, -0.636, -0.050, -0.018, -0.466, 0.079, 0.219, -0.397, 0.113, 0.092, 0.141, 0.135, 0.168, -0.020, -0.149, -0.007, -0.240, 0.180, 0.097, 0.098, 0.093, 0.100, 0.090, 0.092]}